Formula: C20H38BBr16O2
Source: the OMol25 dataset
Level of theory: ωB97M-V/def2-TZVPD

Computed properties:
Highest occupied orbital energy: -0.153 Eh
Orbital gap: 5.379 eV
Net charge: -1

Last column: Mulliken charge in e.
Positions of all 77 atoms, in Å:
C (1.484, 0.094, 2.736)  0.0384
C (0.060, 0.054, 2.835)  -0.4366
C (-1.542, 0.205, 2.380)  0.6654
C (-2.467, -1.161, 2.375)  -0.3870
O (-3.805, -0.489, 2.475)  -0.7293
B (-3.697, 1.012, 2.512)  1.0648
O (-2.357, 1.196, 3.154)  -0.5561
H (2.651, 0.215, 2.522)  -0.4286
H (-1.640, 0.615, 1.263)  0.0202
H (-2.273, -1.568, 1.286)  0.2183
H (-2.333, -1.931, 3.256)  0.2939
H (-4.624, 1.562, 3.036)  -0.2790
H (-3.728, 1.334, 1.382)  -0.4271
Br (-7.926, -2.818, 3.444)  -0.1891
C (-6.691, -3.882, 2.373)  -0.4146
C (-5.330, -3.960, 3.024)  -0.8757
Br (-4.333, -2.301, 2.776)  0.1928
H (-6.671, -3.438, 1.374)  0.1983
H (-7.148, -4.874, 2.315)  0.3678
H (-4.719, -4.732, 2.548)  0.3223
H (-5.373, -4.148, 4.100)  0.3530
Br (3.814, 3.384, 4.681)  -0.1407
C (5.532, 2.757, 4.003)  -0.6224
C (5.514, 2.636, 2.497)  0.0555
Br (4.551, 1.038, 1.929)  -0.1216
H (5.752, 1.815, 4.512)  0.3883
H (6.255, 3.514, 4.319)  0.3302
H (6.528, 2.509, 2.108)  -0.3949
H (5.043, 3.487, 1.998)  0.4892
Br (-1.268, 2.994, 0.456)  -0.0634
C (-2.407, 3.820, -0.895)  -0.4582
C (-3.625, 4.459, -0.268)  -0.6264
Br (-4.950, 3.116, 0.228)  -0.1483
H (-2.652, 3.043, -1.625)  0.4398
H (-1.778, 4.576, -1.373)  0.1271
H (-4.133, 5.107, -0.987)  0.3745
H (-3.398, 5.032, 0.635)  0.3505
Br (-9.966, -3.735, 0.211)  -0.1327
C (-9.247, -2.141, -0.653)  -0.6054
C (-8.911, -2.408, -2.102)  -0.5290
Br (-7.249, -3.415, -2.267)  -0.1056
H (-8.387, -1.817, -0.060)  0.3375
H (-10.041, -1.393, -0.573)  0.3650
H (-8.729, -1.470, -2.634)  0.3602
H (-9.682, -2.976, -2.629)  0.2946
Br (1.291, 1.334, -2.043)  -0.0995
C (2.000, 2.945, -2.884)  -0.6145
C (1.184, 4.161, -2.511)  -0.4981
Br (-0.495, 4.216, -3.502)  -0.1533
H (2.031, 2.756, -3.960)  0.3647
H (3.022, 3.036, -2.506)  0.3194
H (1.710, 5.078, -2.791)  0.3930
H (0.929, 4.203, -1.449)  0.2906
Br (-6.627, -5.242, -7.241)  -0.1322
C (-6.781, -6.142, -5.518)  -0.4261
C (-8.183, -6.658, -5.292)  -0.5696
Br (-9.396, -5.213, -4.800)  -0.1122
H (-6.452, -5.431, -4.755)  0.2107
H (-6.068, -6.971, -5.566)  0.3315
H (-8.208, -7.350, -4.446)  0.3358
H (-8.611, -7.149, -6.171)  0.3658
Br (9.691, 1.001, 1.971)  -0.1621
C (10.400, 2.612, 1.130)  -0.5491
C (9.584, 3.828, 1.503)  -0.6010
Br (7.905, 3.883, 0.512)  -0.1267
H (10.431, 2.424, 0.054)  0.3588
H (11.422, 2.704, 1.508)  0.3559
H (10.110, 4.745, 1.223)  0.3699
H (9.329, 3.871, 2.565)  0.3773
Br (13.422, 0.645, -0.625)  -0.1388
C (12.162, -0.837, -0.477)  -0.2773
C (11.759, -1.351, -1.839)  -0.5754
Br (10.470, -0.159, -2.690)  -0.1328
H (11.319, -0.480, 0.120)  0.0439
H (12.697, -1.609, 0.084)  0.3549
H (11.243, -2.311, -1.752)  0.3422
H (12.600, -1.456, -2.530)  0.3782

Cartesian forces, eV/Å:
-9.8 -0.1 0.0
9.0 1.0 -2.1
-0.7 1.0 0.3
3.3 4.0 -1.0
4.3 1.6 -0.8
1.0 -0.1 0.3
2.0 -1.6 -1.1
-3.7 -0.5 1.1
1.0 -1.1 2.2
-0.6 0.2 2.4
0.8 2.2 -2.0
-0.2 -0.1 0.7
0.6 0.1 -0.8
-0.1 0.1 0.0
0.1 -0.7 0.1
0.5 -0.7 0.0
-7.3 -6.1 1.4
0.1 0.0 0.2
-0.1 0.2 -0.1
-0.4 -0.3 0.0
-0.3 -0.2 -0.2
0.1 -0.1 0.0
-0.1 0.3 0.1
0.2 -0.3 0.1
0.8 0.4 -0.3
-0.1 0.2 -0.2
-0.1 -0.1 -0.1
-0.4 -0.1 0.2
0.1 -0.2 0.2
0.0 0.3 -0.2
0.2 0.2 0.3
-0.4 -0.1 -0.1
-0.3 0.8 -0.4
0.0 0.2 0.2
-0.4 -0.2 0.3
0.2 -0.1 0.0
0.1 -0.2 -0.2
0.1 0.1 -0.1
-0.2 0.0 0.1
0.2 0.1 -0.1
-0.1 0.0 0.1
-0.2 -0.1 -0.2
0.2 -0.1 -0.1
0.0 -0.1 0.2
0.2 0.1 0.2
0.1 0.1 -0.2
0.1 -0.3 0.2
0.1 0.2 -0.1
0.4 0.0 -0.4
-0.1 0.2 0.3
-0.2 0.1 0.0
0.0 -0.2 0.0
0.0 -0.2 -0.2
0.0 0.0 0.1
0.2 -0.1 -0.1
-0.1 0.0 0.3
-0.1 -0.2 -0.2
-0.2 -0.2 -0.2
-0.2 0.1 0.0
0.1 0.1 -0.1
0.2 0.2 0.2
-0.1 0.1 -0.1
0.2 -0.1 0.2
0.0 0.2 -0.2
0.3 0.2 -0.2
-0.1 0.1 0.2
-0.2 0.0 -0.1
0.0 -0.2 0.0
0.1 -0.1 -0.3
-0.1 0.0 0.1
0.2 -0.2 0.1
-0.2 -0.1 -0.1
0.1 0.0 0.0
0.2 -0.1 -0.2
-0.1 0.1 -0.1
0.1 0.2 0.1
-0.2 0.1 0.2

Formula: C20H38BCoF2N3PS2SeSi
Source: the OMol25 dataset
Level of theory: ωB97M-V/def2-TZVPD

Computed properties:
Multiplicity: 2
Highest occupied orbital energy (spin up / spin down): -0.131 / -0.136 Eh
Orbital gap (spin up / spin down): 6.197 / 6.355 eV
Net charge: -1

Last column: Mulliken spin population.
Positions of all 70 atoms, in Å:
Co (-0.955, 0.621, 0.046)  1.0064
C (0.094, -0.015, 5.235)  -0.0021
S (0.144, -1.463, 4.155)  -0.0010
C (-0.022, -0.668, 2.583)  -0.0107
S (-1.370, 0.389, 2.246)  -0.0139
N (0.807, -0.988, 1.658)  -0.0057
N (0.623, -0.340, 0.460)  -0.0144
C (1.211, -1.217, -0.532)  0.0155
C (0.401, -1.151, -1.784)  0.0001
C (0.696, -1.919, -2.908)  0.0002
C (-0.073, -1.784, -4.044)  -0.0024
C (-1.122, -0.874, -4.037)  0.0011
C (-1.358, -0.145, -2.890)  0.0038
N (-0.615, -0.269, -1.782)  -0.0282
H (0.135, -0.383, 6.260)  0.0000
H (-0.831, 0.537, 5.082)  0.0009
H (0.947, 0.636, 5.049)  0.0007
H (2.249, -0.947, -0.798)  -0.0015
H (1.523, -2.617, -2.869)  -0.0002
H (0.134, -2.384, -4.922)  -0.0002
H (-1.757, -0.735, -4.901)  0.0000
H (-2.183, 0.554, -2.813)  -0.0003
C (-5.035, -0.461, 1.688)  -0.0003
Si (-4.375, -0.387, -0.068)  0.0013
C (-3.373, -1.953, -0.352)  0.0104
C (-5.864, -0.453, -1.228)  -0.0008
Se (-3.231, 1.495, -0.496)  -0.0192
H (-5.616, -1.379, 1.827)  0.0000
H (-5.676, 0.394, 1.913)  0.0001
H (-4.206, -0.458, 2.397)  0.0005
H (-3.990, -2.831, -0.137)  -0.0001
H (-2.503, -1.986, 0.308)  -0.0042
H (-3.024, -2.029, -1.384)  0.0013
H (-6.478, -1.336, -1.026)  -0.0003
H (-5.539, -0.489, -2.270)  0.0000
H (-6.488, 0.434, -1.103)  0.0000
C (2.079, 2.029, -1.816)  0.0111
C (1.800, 3.008, -0.675)  0.0042
C (2.368, 4.378, -1.048)  -0.0003
P (0.019, 2.891, -0.134)  0.0256
C (-0.949, 4.152, -1.092)  0.0169
C (-0.665, 5.644, -0.925)  0.0019
C (-0.966, 3.770, -2.572)  0.0124
C (0.048, 3.506, 1.619)  0.0079
C (-1.369, 3.870, 2.065)  0.0031
C (1.049, 4.585, 2.027)  -0.0017
H (3.145, 2.030, -2.063)  0.0002
H (1.529, 2.302, -2.718)  -0.0008
H (1.790, 1.023, -1.538)  -0.0067
H (2.329, 2.631, 0.210)  -0.0010
H (1.951, 4.720, -1.997)  0.0004
H (3.451, 4.302, -1.182)  -0.0001
H (2.174, 5.145, -0.301)  -0.0005
H (-1.958, 3.961, -0.709)  0.0017
H (0.290, 5.936, -1.363)  0.0004
H (-0.665, 5.952, 0.120)  0.0003
H (-1.446, 6.218, -1.434)  -0.0007
H (-0.003, 3.974, -3.048)  -0.0001
H (-1.727, 4.350, -3.101)  0.0003
H (-1.197, 2.713, -2.705)  -0.0054
H (0.312, 2.586, 2.151)  -0.0009
H (-1.682, 4.835, 1.659)  0.0002
H (-1.401, 3.940, 3.155)  -0.0004
H (-2.096, 3.119, 1.753)  -0.0003
H (0.856, 5.542, 1.540)  0.0010
H (2.078, 4.294, 1.813)  0.0005
H (0.976, 4.749, 3.107)  -0.0011
F (0.095, -3.260, 0.515)  0.0017
B (1.212, -2.533, 0.359)  -0.0066
F (2.358, -3.155, 0.684)  -0.0001

Cartesian forces, eV/Å:
0.1 0.0 -0.1
0.0 0.0 0.0
0.0 0.0 0.0
-0.1 0.0 0.2
0.0 0.0 0.1
0.0 -0.1 -0.3
0.1 0.3 0.0
0.0 0.1 -0.3
0.0 0.0 0.1
0.0 0.0 0.0
0.0 0.0 0.0
0.0 0.0 0.0
0.0 0.0 0.0
0.0 -0.1 -0.1
0.0 0.0 0.0
0.0 0.0 0.0
0.0 0.0 0.0
0.0 0.0 0.0
0.0 0.0 0.0
0.0 0.0 0.0
0.0 0.0 0.0
0.0 0.0 0.0
0.0 0.0 0.0
0.0 0.0 0.0
0.0 0.0 0.0
0.0 0.0 0.0
0.1 0.0 0.0
0.0 0.0 0.0
0.0 0.0 0.0
0.0 0.0 0.0
0.0 0.0 0.0
0.0 0.0 0.0
0.0 0.0 0.0
0.0 0.0 0.0
0.0 0.0 0.0
0.0 0.0 0.0
0.0 0.0 0.0
0.0 0.0 0.0
0.0 0.0 0.0
0.0 0.0 0.0
0.0 0.0 0.0
0.0 0.0 0.0
0.0 0.0 0.0
0.0 0.0 0.0
0.0 0.0 0.0
0.0 0.0 0.0
0.0 0.0 0.0
0.0 0.0 0.0
0.0 -0.1 0.0
0.0 0.0 0.0
0.0 0.0 0.0
0.0 0.0 0.0
0.0 0.0 0.0
0.0 0.0 0.0
-0.1 0.0 0.0
0.0 0.0 0.0
0.0 0.0 0.0
0.0 0.0 0.0
0.0 0.0 0.0
0.0 0.0 0.0
0.0 0.0 0.0
0.0 0.0 0.0
0.0 0.0 0.0
0.0 0.0 0.0
0.0 0.0 0.0
0.0 0.0 0.0
0.0 0.0 0.0
-0.1 -0.2 -0.2
0.0 0.2 0.5
0.1 -0.1 0.0

Formula: C20H38F2NO2Si3
Source: the OMol25 dataset
Level of theory: ωB97M-V/def2-TZVPD

Computed properties:
Multiplicity: 2
Highest occupied orbital energy (spin up / spin down): -0.330 / -0.331 Eh
Orbital gap (spin up / spin down): 9.305 / 8.878 eV

Last column: Mulliken spin population.
Positions of all 66 atoms, in Å:
C (-6.155, -4.289, 2.716)  0.0000
Si (-5.015, -3.384, 1.430)  0.0000
C (-5.103, -1.508, 1.938)  0.0000
C (-3.199, -3.942, 1.729)  0.0000
C (-2.397, -4.411, 0.419)  0.0000
C (-1.228, -3.434, -0.052)  0.0000
F (-0.085, -3.700, 0.771)  0.0000
F (-0.849, -3.853, -1.398)  0.0000
Si (-1.696, -1.580, -0.192)  0.0001
O (-0.526, -0.844, -1.273)  0.0001
Si (-0.286, 0.793, -0.741)  -0.0002
C (-5.609, -3.603, -0.382)  0.0000
C (-5.752, -2.365, -1.296)  0.0000
C (-6.186, -2.604, -2.762)  0.0000
C (-6.455, -4.054, -3.213)  0.0000
C (-6.329, -5.310, -2.318)  0.0000
C (-5.891, -5.075, -0.844)  0.0000
H (-5.724, -4.007, 3.753)  0.0000
H (-7.227, -3.890, 2.683)  0.0000
H (-6.117, -5.422, 2.599)  0.0000
H (-4.669, -0.811, 1.142)  0.0000
H (-4.529, -1.330, 2.928)  0.0000
H (-6.192, -1.202, 2.177)  0.0000
H (-2.675, -3.130, 2.347)  0.0000
H (-3.265, -4.862, 2.428)  0.0000
H (-1.880, -5.408, 0.697)  0.0000
H (-3.041, -4.644, -0.492)  0.0000
H (-3.025, -1.333, -0.759)  0.0000
H (-1.512, -0.948, 1.124)  0.0000
H (-0.593, 1.759, -1.806)  0.0000
H (1.079, 1.027, -0.260)  0.0012
H (-1.185, 1.101, 0.373)  0.0000
H (-5.508, -1.347, -0.850)  0.0000
H (-6.260, -1.689, -3.440)  0.0000
H (-6.771, -4.216, -4.295)  0.0000
H (-6.520, -6.384, -2.684)  0.0000
H (-5.749, -5.928, -0.087)  0.0000
C (5.476, 1.647, -0.598)  0.0116
C (4.939, 2.975, -1.204)  0.0257
C (6.110, 3.963, -1.433)  0.0204
C (6.645, 4.575, -0.149)  -0.0183
C (5.526, 5.206, 0.670)  0.0192
C (4.364, 4.224, 0.937)  0.0277
N (3.884, 3.544, -0.302)  0.2630
O (3.171, 4.465, -1.032)  0.6368
C (4.820, 3.177, 1.979)  0.0152
C (3.224, 4.981, 1.664)  -0.0097
C (4.389, 2.553, -2.587)  -0.0066
H (5.566, 0.858, -1.350)  0.0017
H (6.467, 1.758, -0.152)  0.0003
H (4.801, 1.240, 0.159)  -0.0046
H (5.777, 4.779, -2.091)  0.0037
H (6.926, 3.460, -1.964)  0.0026
H (7.175, 3.828, 0.443)  0.0011
H (7.390, 5.342, -0.392)  0.0020
H (5.933, 5.574, 1.618)  0.0021
H (5.155, 6.087, 0.136)  0.0040
H (4.050, 2.417, 2.138)  -0.0040
H (5.012, 3.648, 2.948)  0.0003
H (5.749, 2.672, 1.717)  0.0013
H (2.859, 5.842, 1.096)  0.0007
H (3.568, 5.372, 2.626)  0.0001
H (2.376, 4.317, 1.863)  0.0010
H (3.559, 1.847, -2.485)  -0.0004
H (5.170, 2.067, -3.184)  0.0004
H (4.039, 3.404, -3.179)  0.0013

Cartesian forces, eV/Å:
0.2 0.2 0.5
-0.6 0.9 0.7
-0.3 0.6 0.6
0.3 -0.8 0.2
1.2 -0.7 0.2
-0.1 -2.3 -0.5
-1.6 0.7 -1.2
-0.5 0.6 2.1
2.3 0.6 -1.4
-1.5 1.1 2.4
0.2 -1.0 -0.9
-0.8 -0.8 -2.6
-0.7 -4.2 -1.4
0.7 -2.5 3.0
0.6 0.3 2.1
1.0 3.5 2.2
-0.4 3.2 -2.8
-0.7 -0.6 -1.5
1.5 -0.7 -0.1
-0.2 1.5 0.2
-0.6 -0.8 1.2
-0.7 -0.3 -1.6
1.7 -0.4 -0.6
-0.5 -1.1 -1.0
0.2 1.5 -1.0
-0.6 1.6 -0.7
0.6 0.6 1.3
-0.2 -0.3 0.1
-0.2 -0.3 0.2
0.0 -0.1 -0.2
0.2 -0.2 0.0
-0.2 0.0 0.1
-0.5 -1.5 -0.9
0.0 -1.8 0.8
0.5 0.3 1.7
0.3 2.1 0.4
-0.3 1.4 -1.4
0.1 -0.2 0.3
0.9 -1.7 -0.5
-0.3 0.4 0.0
0.2 0.2 0.1
0.0 -0.1 -0.5
0.1 -0.1 2.1
-0.6 3.7 -2.6
1.0 -2.2 1.6
0.3 -0.3 0.0
-0.3 0.1 -0.7
-0.6 0.7 0.0
0.0 0.3 -0.1
-0.1 0.0 0.1
0.1 0.1 0.0
-0.1 -0.2 0.1
-0.2 -0.2 0.0
0.0 -0.1 0.0
-0.1 -0.1 0.0
-0.2 -0.2 0.0
-0.2 -0.1 0.0
0.0 0.1 -0.1
-0.1 0.2 -0.2
-0.1 0.0 -0.1
0.0 -0.3 -0.1
0.2 -0.2 -0.1
0.1 0.0 -0.1
0.1 0.1 0.1
0.0 0.1 0.4
-0.1 -0.1 0.3